1.
Formula: C38H88N2O12
Source: OMol25
Level of theory: ωB97M-V/def2-TZVPD

The value obtained for the HOMO-LUMO gap is 8.8546 eV. As for the SMILES: CC1(C)CCCC(C)(C)N1O.CC1(C)CCCC(C)(C)N1O.COCCOC.COCCOC.COCCOC.COCCOC.COCCOC. The calculation puts the energy above the lowest of the compared OMol25 structures with the same formula, charge and spin at 2.729 eV. The HOMO energy is -8.45 eV. The largest force on an atom is 2.264 eV/Å. For the energy, the calculation gives -2512.65231 Ha.

XYZ file:
```
140
Properties=species:S:1:pos:R:3:lowdin_charge:R:1
C -3.49704 -0.60284 -4.68241 -0.05
C -4.21288 -0.73349 -3.34213 -0.51
C -4.04074 -2.18472 -2.81897 -0.02
C -3.50954 0.18882 -2.31357 -0.13
C -4.30726 0.54087 -1.06074 -0.18
C -5.70691 1.05064 -1.42856 -0.13
C -6.43888 0.01344 -2.33818 -0.51
C -6.81882 -1.21231 -1.56232 -0.04
C -7.74723 0.72984 -2.76207 -0.04
N -5.53783 -0.19294 -3.48261 -0.10
O -6.26251 -0.74009 -4.57886 -0.02
H -3.52746 0.39389 -5.13660 0.09
H -2.44562 -0.89027 -4.61356 0.08
H -3.89810 -1.20061 -5.50562 0.08
H -4.06504 -2.29651 -1.73526 0.07
H -4.88747 -2.75291 -3.21772 0.09
H -3.09272 -2.59134 -3.16747 0.08
H -2.55500 -0.20504 -1.94357 0.09
H -3.14447 1.03478 -2.90779 0.12
H -4.39444 -0.26633 -0.33021 0.11
H -3.82462 1.34134 -0.49719 0.10
H -5.62147 1.98800 -1.98633 0.12
H -6.38840 1.33464 -0.62309 0.11
H -6.00735 -1.80809 -1.13490 0.06
H -7.26691 -1.98493 -2.19902 0.09
H -7.52641 -0.95040 -0.77514 0.09
H -7.52809 1.45833 -3.54129 0.09
H -8.29000 1.11176 -1.90114 0.08
H -8.42392 0.00240 -3.21994 0.08
H -6.17758 -0.06546 -5.26097 0.10
C 0.25556 -2.52877 2.34428 -0.01
C 0.06261 -1.39694 1.29164 -0.48
C -0.37115 -2.10847 -0.02899 -0.02
C -1.14989 -0.61885 1.80415 -0.13
C -1.56313 0.67200 1.07332 -0.15
C -0.29920 1.50457 0.87610 -0.14
C 0.93693 0.74993 0.36050 -0.47
C 0.82137 0.59634 -1.19500 -0.01
C 2.15470 1.68261 0.59019 -0.03
N 1.16113 -0.48153 1.10340 -0.10
O 2.40762 -1.06520 0.83519 -0.02
H 0.29869 -2.06864 3.32596 0.06
H -0.60513 -3.18242 2.24307 0.08
H 1.15779 -3.12551 2.21054 0.09
H -1.11037 -2.89223 0.14290 0.08
H -0.95600 -1.45271 -0.69024 0.06
H 0.43237 -2.40717 -0.70618 0.08
H -2.00938 -1.27863 1.93263 0.13
H -0.90008 -0.24763 2.80714 0.10
H -1.85386 0.41468 0.05042 0.07
H -2.33316 1.30205 1.51074 0.11
H 0.05752 2.06065 1.75335 0.11
H -0.50397 2.33519 0.19265 0.11
H 1.70780 1.03957 -1.65464 0.07
H -0.04366 1.16014 -1.54203 0.08
H 0.77064 -0.41595 -1.59041 0.05
H 3.03726 1.26709 0.11196 0.06
H 2.38847 1.80777 1.65028 0.07
H 1.88626 2.67410 0.22141 0.09
H 2.29205 -1.51076 -0.02429 0.09
C 1.27707 4.15940 -3.01803 -0.09
O 0.69849 4.73171 -4.18852 -0.20
C 0.25328 6.05873 -4.04044 -0.22
C -0.11879 6.49082 -5.46351 -0.21
O -0.75691 7.74118 -5.50278 -0.17
C -2.11450 7.69080 -5.15413 -0.13
H 2.15213 4.77731 -2.80371 0.09
H 1.45524 3.10687 -3.21025 0.08
H 0.56499 4.23499 -2.18803 0.08
H 1.05501 6.70927 -3.67174 0.13
H -0.58644 6.11622 -3.33730 0.12
H -0.59931 5.66261 -5.99046 0.13
H 0.85577 6.56890 -5.95137 0.13
H -2.58468 8.60008 -5.54787 0.09
H -2.28799 7.71977 -4.07626 0.08
H -2.70305 6.92743 -5.67354 0.09
C 2.30709 -3.55800 -5.24429 -0.11
O 1.99341 -2.70576 -4.15684 -0.20
C 2.33695 -1.34922 -4.38313 -0.20
C 3.84781 -1.08275 -4.28494 -0.22
O 4.04670 0.29777 -4.32112 -0.16
C 5.37538 0.66393 -4.07771 -0.12
H 1.67227 -3.31890 -6.10519 0.09
H 2.03760 -4.55698 -4.89741 0.09
H 3.36693 -3.55153 -5.50354 0.08
H 1.89700 -0.78936 -3.55350 0.10
H 1.80318 -1.06073 -5.29750 0.13
H 4.37216 -1.58786 -5.10384 0.12
H 4.10402 -1.61895 -3.36129 0.13
H 6.09666 0.26677 -4.79798 0.09
H 5.70195 0.44411 -3.05409 0.08
H 5.48193 1.75023 -4.13390 0.09
C -1.82916 -6.65568 5.62014 -0.11
O -0.86334 -6.45650 6.62142 -0.19
C -0.55773 -5.11886 6.91386 -0.20
C 0.24208 -4.38555 5.83287 -0.20
O -0.46924 -3.44244 5.06997 -0.21
C -1.01313 -2.33672 5.77876 -0.09
H -1.45620 -6.59754 4.58387 0.08
H -2.56183 -5.84307 5.68299 0.09
H -2.15074 -7.69388 5.68457 0.09
H -0.00706 -5.15196 7.85108 0.13
H -1.49247 -4.54325 6.97835 0.11
H 0.71330 -5.09105 5.14253 0.13
H 1.15988 -3.98711 6.29123 0.12
H -1.49269 -1.68414 5.05973 0.08
H -0.20242 -1.85635 6.33076 0.09
H -1.73572 -2.60402 6.55506 0.08
C -2.18372 1.34432 5.65410 -0.11
O -1.27428 0.57041 6.39856 -0.23
C -0.01418 1.21973 6.62667 -0.16
C 0.76545 1.19752 5.33330 -0.22
O 2.11152 0.80500 5.49716 -0.19
C 2.92223 0.73910 4.33974 -0.09
H -2.51749 2.20760 6.24780 0.09
H -3.05242 0.72199 5.44778 0.09
H -1.76485 1.77032 4.73585 0.08
H 0.45326 0.59320 7.38758 0.13
H -0.17748 2.18958 7.10148 0.12
H 0.65022 2.14236 4.78354 0.12
H 0.36628 0.42242 4.66491 0.11
H 3.92698 0.54777 4.70702 0.09
H 2.99238 1.74016 3.89774 0.08
H 2.56822 0.02113 3.59926 0.08
C 8.44882 0.28372 2.14286 -0.13
O 7.37881 1.18728 2.20842 -0.17
C 6.58414 1.30868 1.01832 -0.17
C 5.56644 0.22274 0.80790 -0.23
O 6.16203 -1.04802 0.86178 -0.17
C 5.28541 -2.12862 0.69490 -0.10
H 8.37594 -0.39835 2.99981 0.09
H 9.44165 0.74195 2.22587 0.08
H 8.45410 -0.37721 1.27644 0.08
H 7.26927 1.24696 0.16646 0.13
H 6.08970 2.26838 1.15075 0.13
H 5.17579 0.42566 -0.20450 0.12
H 4.68564 0.24886 1.45986 0.11
H 5.85731 -2.99225 0.36899 0.09
H 4.48099 -1.98183 -0.03527 0.07
H 4.70183 -2.32698 1.59913 0.09
```

=====

2.
Formula: C15H30F4Li3N2O23S4
Source: OMol25
Level of theory: ωB97M-V/def2-TZVPD

The value obtained for the HOMO-LUMO gap (spin up / spin down) is 8.6138 / 2.9100 eV. Its charge is +2. The multiplicity is 2. The HOMO energy (spin up / spin down) is -15.25 / -15.19 eV. The largest force on an atom is 11.717 eV/Å. For the energy, the calculation gives -4443.74178 Ha.

XYZ file:
```
81
Properties=species:S:1:pos:R:3:lowdin_spin:R:1
Li -2.07701 0.09819 2.26901 0.00
Li -2.91326 1.65300 -0.29349 0.00
Li -2.33559 1.12626 -2.69185 0.00
N -3.32768 1.39820 1.64419 0.00
S -3.41114 2.72486 2.68074 0.00
O -3.31066 2.48327 4.13437 0.00
O -4.20514 3.88770 2.23622 0.00
F -1.90578 3.23195 2.39494 0.00
S -4.87201 1.09122 1.88536 0.00
O -5.87807 2.08101 1.39951 0.00
O -5.19170 0.02327 2.82122 0.00
F -4.76844 0.10821 0.60330 0.00
N -1.43923 0.49951 -1.02071 0.00
S -1.55397 -1.08720 -0.51977 0.00
O -1.76352 -1.26443 0.94575 0.00
O -0.82808 -2.13209 -1.21586 0.00
F -3.08419 -1.28116 -1.00571 0.00
S 0.07404 0.50119 -0.86921 0.00
O 0.87374 -0.08436 -1.93163 0.00
O 0.57387 0.43481 0.51637 0.00
F 0.19350 2.10621 -1.23352 0.00
C 3.82872 -4.62943 5.53276 0.09
O 3.30176 -4.12286 4.30829 0.52
C 2.15377 -3.35360 4.26919 0.01
O 1.51490 -3.00708 5.16329 0.04
O 1.93331 -3.16194 3.00097 0.17
C 0.74132 -2.47795 2.61964 0.03
H 4.89537 -4.77430 5.36143 0.01
H 3.24549 -5.52100 5.76306 0.05
H 3.79615 -3.97604 6.40461 0.02
H -0.12787 -3.12895 2.71343 0.02
H 0.74022 -2.38113 1.53395 0.00
H 0.60233 -1.52291 3.12630 0.01
C -0.80946 5.27253 -3.89426 0.00
O 0.19971 4.32313 -4.27447 0.00
C -0.10889 3.01327 -4.18579 0.00
O -1.26521 2.59716 -3.88649 0.00
O 0.95276 2.35298 -4.46384 0.00
C 0.86508 0.98572 -4.94932 0.00
H -1.12242 5.14298 -2.85822 0.00
H -1.65207 5.12792 -4.57043 0.00
H -0.43835 6.28470 -4.05514 0.00
H 0.38767 0.28557 -4.26377 0.00
H 1.85994 0.57724 -5.12681 0.00
H 0.28126 1.01921 -5.86916 0.00
C 1.92313 2.53923 2.34837 0.00
O 1.54662 2.30640 3.66284 0.00
C 0.53831 1.57657 4.00447 0.00
O -0.18480 1.01882 3.21216 0.00
O 0.44886 1.65847 5.32693 0.00
C -0.62619 1.01310 6.03979 0.00
H 2.58927 1.76701 1.96363 0.00
H 2.73059 3.27084 2.31910 0.00
H 1.13729 2.73003 1.61753 0.00
H -1.60750 1.41604 5.78923 0.00
H -0.45506 0.96653 7.11527 0.00
H -0.64605 -0.01202 5.66989 0.00
C 4.12248 -0.29105 1.85810 0.00
O 3.14066 -0.91149 1.08214 0.01
C 3.48766 -1.53702 -0.00280 0.00
O 4.60687 -1.45065 -0.53548 0.01
O 2.47257 -2.34324 -0.29082 0.00
C 2.68607 -3.35803 -1.31673 0.00
H 3.67861 0.13824 2.75632 0.00
H 4.69316 0.44594 1.29304 0.00
H 4.78192 -1.06512 2.25060 0.00
H 3.03585 -4.26529 -0.82416 0.00
H 3.42668 -3.02829 -2.04533 0.00
H 1.76790 -3.56294 -1.86726 0.00
C -1.05037 -2.88143 -4.05389 0.00
O -1.41614 -2.10842 -5.23638 0.00
C -2.04606 -0.94408 -5.11571 0.00
O -2.28967 -0.40884 -3.99432 0.00
O -2.24551 -0.37117 -6.33734 0.00
C -2.91886 0.86733 -6.39878 0.00
H -1.85546 -3.06549 -3.34253 0.00
H -0.27015 -2.33022 -3.52897 0.00
H -0.63693 -3.87195 -4.24375 0.00
H -2.92350 1.15258 -7.45079 0.00
H -2.34428 1.63972 -5.88753 0.00
H -3.92315 0.77504 -5.98529 0.00
```

=====

3.
Formula: C14H38N5O9P2
Source: OMol25
Level of theory: ωB97M-V/def2-TZVPD

The value obtained for the HOMO-LUMO gap is 7.2226 eV. Its charge is +1. The HOMO energy is -11.33 eV. The largest force on an atom is 0.830 eV/Å. For the energy, the calculation gives -2189.67491 Ha.

XYZ file:
```
68
Properties=species:S:1:pos:R:3:lowdin_charge:R:1
O 1.96893 -4.55250 0.67973 -0.43
P 1.50276 -3.22016 0.31428 0.59
P 2.38598 -1.67332 1.66230 1.00
C 2.10979 0.08874 1.15091 -0.37
O 0.89623 0.62437 1.56037 -0.13
C -0.23750 -0.10502 1.12657 -0.30
O -1.23557 0.82615 0.97065 -0.11
C -2.44381 0.26053 0.43067 -0.15
C -3.38418 -0.26146 1.51889 -0.22
O -4.06801 -1.43277 1.11953 -0.04
H 1.74820 -2.76848 -0.98812 0.02
H 0.13433 -3.00427 0.51761 0.00
H 3.73503 -1.97658 1.84061 0.03
H 1.77609 -1.83676 2.90170 0.03
H 2.89018 0.64636 1.67507 0.11
H 2.27468 0.20264 0.07604 0.11
H -0.02611 -0.57628 0.15137 0.12
H -0.50507 -0.85598 1.88803 0.13
H -2.22074 -0.54027 -0.27826 0.13
H -2.91768 1.05222 -0.14202 0.13
H -4.15541 0.47725 1.72157 0.13
H -2.83796 -0.42187 2.45326 0.12
H -3.48924 -2.18682 1.18924 0.08
O -0.94880 0.97255 -2.55086 -0.01
C -0.93779 2.20301 -2.52281 -0.57
N -1.03140 2.81818 -1.32161 0.19
C -0.81200 3.06606 -3.74315 0.00
H -1.01830 3.81246 -1.19234 0.11
H -1.08911 2.17695 -0.54852 0.06
H -1.64094 2.85834 -4.41485 0.09
H 0.11877 2.81270 -4.25178 0.09
H -0.81704 4.12441 -3.50931 0.06
O -2.64070 5.45147 -4.15799 0.02
C -3.73283 5.82591 -3.76857 -0.59
N -3.86272 6.77534 -2.80602 0.16
C -5.01847 5.26942 -4.33129 0.00
H -4.75408 7.10254 -2.48485 0.10
H -3.02647 7.18746 -2.42988 0.11
H -5.03694 4.19342 -4.16834 0.09
H -5.03849 5.45499 -5.40314 0.09
H -5.90488 5.71110 -3.87932 0.07
O 2.92161 -1.60954 -5.05560 0.04
C 1.85152 -1.20369 -4.65312 -0.61
N 1.76622 -0.22341 -3.70715 0.15
C 0.53138 -1.74332 -5.15363 0.00
H 0.88958 0.11664 -3.35219 0.04
H 2.62844 0.16662 -3.36829 0.10
H 0.49406 -2.81373 -4.95952 0.08
H 0.47768 -1.58897 -6.22925 0.09
H -0.32464 -1.26176 -4.68184 0.07
O 2.58304 -9.15230 3.45106 0.05
C 2.62384 -7.99918 3.08420 -0.60
N 1.76209 -7.50240 2.15172 0.15
C 3.63604 -7.01481 3.63130 -0.01
H 1.78580 -6.55090 1.83639 0.04
H 1.07948 -8.13110 1.76454 0.11
H 4.63593 -7.39194 3.42738 0.09
H 3.50823 -6.94413 4.70967 0.08
H 3.53526 -6.02161 3.19157 0.05
O 2.83075 1.17512 4.34055 0.00
C 2.02444 1.90333 4.90709 -0.59
N 0.72888 1.93074 4.52065 0.17
C 2.42054 2.81435 6.03794 0.00
H 0.03772 2.52939 4.93231 0.11
H 0.47708 1.32096 3.76400 0.08
H 3.19421 3.49363 5.68588 0.09
H 2.83368 2.21235 6.84476 0.09
H 1.58460 3.39579 6.42155 0.08
```

=====

Which of these has the highest largest force on an atom? C15H30F4Li3N2O23S4

=====

Which value of largest force on an atom does entry 2 give? 11.717 eV/Å